(1)
A molecular structure, C20H25N4NiO4S2. Source: the Open Molecules 2025 dataset; level of theory: ωB97M-V with the def2-TZVPD basis set.

Atoms and positions in Å:
Ni1 0.80944 0.29924 0.23110
O1 4.00662 -1.10822 -2.37844
C1 3.54321 -0.49757 -3.48237
C2 4.15631 -0.81221 -4.69954
C3 3.72869 -0.22477 -5.87284
C4 2.67788 0.68983 -5.86278
C5 2.07133 1.00215 -4.66122
C6 2.48545 0.42483 -3.46045
C7 1.80671 0.76795 -2.18340
O2 2.25333 0.22109 -1.09230
N1 0.78778 1.57734 -2.20900
N2 0.31740 1.71301 -0.88491
C8 -0.29965 2.80405 -0.62580
C9 -0.75319 3.25063 0.66600
C10 -1.53231 4.41777 0.70488
C11 -1.93862 4.98978 1.88820
C12 -1.52433 4.38979 3.08746
C13 -0.74473 3.26123 3.08833
C14 -0.33494 2.62083 1.88103
O3 0.35506 1.54487 1.92514
H1 3.45405 -0.78184 -1.62706
H2 4.96723 -1.52926 -4.68752
H3 4.21545 -0.48276 -6.80637
H4 2.33916 1.15028 -6.78219
H5 1.25105 1.70654 -4.61877
H6 -0.44852 3.47459 -1.47003
H7 -1.81766 4.87291 -0.23926
H8 -2.54850 5.88341 1.89338
H9 -1.82021 4.82920 4.03483
H10 -0.41804 2.80350 4.01491
C15 -3.74828 -1.71715 1.24264
C16 -2.72975 -1.11072 2.20213
C17 -3.44862 -0.40189 3.34520
C18 -1.81992 -2.20747 2.77278
N3 -1.97835 -0.05413 1.50558
N4 -1.16340 -0.51948 0.43284
H11 -4.36070 -2.46010 1.75849
H12 -3.25610 -2.21708 0.40555
H13 -4.40114 -0.93790 0.84418
H14 -4.03850 -1.11223 3.92826
H15 -4.10731 0.37432 2.95337
H16 -2.72672 0.07355 4.01433
H17 -2.40823 -2.92702 3.34813
H18 -1.06144 -1.77195 3.42602
H19 -1.29602 -2.76681 1.99310
H20 -1.32510 0.38453 2.15315
H21 -1.65218 -0.38875 -0.44478
H22 -0.93599 -1.50792 0.50030
C19 2.29799 -5.03721 0.48151
O4 2.32257 -3.74559 1.07804
C20 1.56106 -2.76901 0.55550
S1 0.61177 -3.01671 -0.79114
S2 1.71098 -1.34356 1.49330
H23 2.98970 -5.63136 1.07412
H24 2.62374 -4.98654 -0.55665
H25 1.29446 -5.46003 0.51305

Calculated values
Charge: -1
Kohn-Sham gap (spin up / spin down), eV: 7.224 / 7.223
Relative energy (zero: lowest compared OMol25 entry of this formula, charge and spin), kcal/mol: 15.4
HOMO level (spin up / spin down), eV: -4.477 / -4.477
Lowest unoccupied orbital energy (spin up / spin down), eV: 2.7 / 2.7
2S+1: 1
Strongest force on any atom, eV/Å: 0.6
E_tot, a.u.: -3601.88471

(2)
2 unconnected molecules or ions with the total composition CH2O2. Source: the Open Molecules 2025 dataset; level of theory: ωB97M-V with the def2-TZVPD basis set.

Atoms and positions in Å:
O1 1.12443 -2.75392 -1.04220
C1 1.12491 -3.88664 -0.82487
O2 0.84439 -4.99781 -0.69086
H1 -1.19055 5.73656 1.26786
H2 -1.90318 5.90181 1.29006

Calculated values
Kohn-Sham gap, eV: 13.422
Relative energy (zero: lowest compared OMol25 entry of this formula, charge and spin), kcal/mol: 6.2
HOMO level, eV: -13.009
SMILES: [H][H].O=C=O
Lowest unoccupied orbital energy, eV: 0.4
2S+1: 1
Strongest force on any atom, eV/Å: 2.1
E_tot, a.u.: -189.77891

(3)
3 unconnected molecules or ions with the total composition C20H32NO15PS2. Source: the Open Molecules 2025 dataset; level of theory: ωB97M-V with the def2-TZVPD basis set.

Atoms and positions in Å:
C1 -0.33429 3.83504 2.14286
C2 -1.64627 4.44305 1.69950
O1 -2.65496 3.47516 1.31124
P1 -2.49322 2.78855 -0.10720
O2 -1.21713 3.05681 -0.79040
C3 -2.80462 1.03755 0.22031
C4 -1.76876 0.46234 1.22547
C5 -1.04697 -0.77668 0.64764
N1 0.41103 -0.70629 0.67976
O3 0.95303 -0.89451 1.94353
C6 0.94436 0.43732 0.06603
O4 1.80012 1.12769 0.56114
O5 0.34166 0.66398 -1.11093
C7 1.16905 1.24007 -2.12371
C8 0.33621 1.65775 -3.33101
O6 0.43454 2.79814 -3.72668
C9 -0.54772 0.66840 -4.03903
C10 -1.00062 1.03375 -5.30461
C11 -1.79182 0.15183 -6.01807
C12 -2.14184 -1.08648 -5.49583
C13 -1.70964 -1.41935 -4.22403
C14 -0.91206 -0.55555 -3.48630
O7 -3.71076 3.29206 -1.02278
C15 -3.96916 2.50177 -2.19131
C16 -5.22638 1.63244 -2.03057
H1 0.33938 4.66117 2.38057
H2 -0.45067 3.21322 3.03257
H3 0.15065 3.24838 1.36305
H4 -2.07394 4.96173 2.55959
H5 -1.50198 5.21038 0.94021
H6 -3.78390 1.00552 0.70690
H7 -2.85201 0.46162 -0.70035
H8 -1.05547 1.23110 1.53499
H9 -2.30420 0.18481 2.13447
H10 -1.33643 -0.95112 -0.38588
H11 -1.34082 -1.66599 1.20588
H12 0.34885 -0.54995 2.61794
H13 1.73683 2.09853 -1.77769
H14 1.87640 0.46774 -2.45459
H15 -0.72744 1.99894 -5.70685
H16 -2.14103 0.44601 -7.00067
H17 -2.74387 -1.76320 -6.08692
H18 -1.97142 -2.37881 -3.79323
H19 -0.58388 -0.84335 -2.49995
H20 -4.15220 3.19445 -3.01223
H21 -3.10685 1.90568 -2.49824
H22 -5.70952 1.93821 -1.10006
H23 -5.94473 1.82689 -2.82443
H24 -5.00102 0.56930 -1.96048
C17 0.91112 -5.70410 4.56711
C18 0.25964 -4.41304 5.01562
O8 1.10936 -3.38796 4.48449
S1 1.73433 -3.86958 3.08782
O9 0.98610 -3.32055 2.02189
O10 3.13934 -3.68645 3.14403
O11 1.38203 -5.42493 3.24309
H25 1.76894 -5.95773 5.19258
H26 0.21688 -6.53953 4.54765
H27 0.19753 -4.32553 6.09644
H28 -0.73578 -4.29452 4.58212
C19 4.55874 -1.10410 0.71618
C20 5.16283 -1.06694 2.10025
O12 6.56122 -1.32269 1.88679
S2 7.00980 -0.70475 0.48295
O13 7.60516 0.56576 0.69708
O14 7.67562 -1.71570 -0.25705
O15 5.54755 -0.47710 -0.11985
H29 4.41467 -2.12988 0.37118
H30 3.61657 -0.56399 0.65797
H31 4.73443 -1.81476 2.76031
H32 5.05940 -0.07804 2.55174

Calculated values
Kohn-Sham gap, eV: 9.794
HOMO level, eV: -9.738
SMILES: CCOP(=O)(CCCN(O)C(=O)OCC(=O)c1ccccc1)OCC.O=S1(=O)OCCO1.O=S1(=O)OCCO1
Lowest unoccupied orbital energy, eV: 0.1
2S+1: 1
Strongest force on any atom, eV/Å: 1.5
E_tot, a.u.: -3102.35883

(4)
A molecular structure, C22H37F3N4NiO5S2Si. Source: the Open Molecules 2025 dataset; level of theory: ωB97M-V with the def2-TZVPD basis set.

Atoms and positions in Å:
Ni1 1.61264 0.14470 -0.26363
C1 4.21580 2.44411 2.41849
C2 3.02773 1.81379 1.76290
N1 3.01671 0.61583 1.31216
N2 4.15921 -0.11032 1.30409
C3 4.13391 -1.30799 0.64362
N3 5.34889 -1.79525 0.34771
S1 2.73146 -2.12092 0.25910
C4 1.80320 2.58329 1.45914
C5 1.50137 3.81440 2.02180
C6 0.38197 4.50136 1.57642
C7 -0.41381 3.93769 0.59483
C8 -0.06306 2.69042 0.10113
N4 1.01467 2.04042 0.51685
H1 4.76294 1.70948 3.00904
H2 3.92499 3.26252 3.07064
H3 4.87947 2.83969 1.64532
H4 5.00206 0.44009 1.16647
H5 6.13282 -1.16009 0.30828
H6 5.36605 -2.57494 -0.28606
H7 2.12948 4.24542 2.78703
H8 0.14451 5.47126 1.99285
H9 -1.28383 4.45236 0.21335
H10 -0.65732 2.18958 -0.65614
C9 -1.62590 0.49221 2.40647
C10 -0.87777 -0.77764 1.99764
C11 0.33955 -0.97846 2.89085
C12 -1.81163 -1.98105 2.10150
O1 -0.38835 -0.64126 0.64080
Si1 -1.20900 -0.76432 -0.79200
S2 0.34838 -0.26014 -2.12232
O2 -2.39401 0.35099 -0.68888
C13 -3.58497 0.55922 -1.46413
C14 -3.98051 2.01130 -1.22115
C15 -3.30327 0.32779 -2.94646
C16 -4.67739 -0.38326 -0.96241
O3 -1.93278 -2.19111 -1.06133
C17 -1.50251 -3.48019 -1.52081
C18 -0.12356 -3.82180 -0.96925
C19 -1.46649 -3.46083 -3.04578
C20 -2.54596 -4.46847 -1.01325
H11 -2.02593 0.37518 3.41463
H12 -2.44701 0.67871 1.71565
H13 -0.95561 1.35351 2.39190
H14 0.03375 -1.07998 3.93267
H15 1.00830 -0.12227 2.79641
H16 0.88514 -1.87035 2.58396
H17 -2.15281 -2.08725 3.13162
H18 -1.29094 -2.89511 1.81145
H19 -2.68165 -1.85082 1.45551
H20 -3.19559 2.67461 -1.58963
H21 -4.11506 2.18673 -0.15244
H22 -4.91188 2.24485 -1.73859
H23 -2.44918 0.92828 -3.26216
H24 -4.17362 0.59682 -3.54627
H25 -3.06418 -0.72223 -3.12097
H26 -4.90065 -0.17619 0.08644
H27 -4.33296 -1.41244 -1.05070
H28 -5.59150 -0.26110 -1.54624
H29 0.61697 -3.11997 -1.35485
H30 0.15812 -4.83191 -1.26985
H31 -0.11512 -3.76676 0.12223
H32 -0.75146 -2.70859 -3.38264
H33 -2.45100 -3.21822 -3.45003
H34 -1.15969 -4.43557 -3.42823
H35 -2.56845 -4.46255 0.07786
H36 -2.31481 -5.47730 -1.35786
H37 -3.53559 -4.18880 -1.37817
F1 3.53325 3.92073 -0.93575
C21 3.53846 2.94120 -1.87722
F2 4.27817 3.38651 -2.89723
F3 2.28149 2.80828 -2.30921
C22 4.10795 1.61476 -1.26426
O4 5.23157 1.71474 -0.76122
O5 3.37583 0.60262 -1.38165

Calculated values
Kohn-Sham gap (spin up / spin down), eV: 7.062 / 6.976
Relative energy (zero: lowest compared OMol25 entry of this formula, charge and spin), kcal/mol: 0.0
HOMO level (spin up / spin down), eV: -7.816 / -7.715
Lowest unoccupied orbital energy (spin up / spin down), eV: -0.8 / -0.7
2S+1: 3
Strongest force on any atom, eV/Å: 1.7
⟨S²⟩: 2.006
E_tot, a.u.: -4349.82004

(5)
A gas-phase ion, C9H13N2 (charge +1). Source: the Open Molecules 2025 dataset; level of theory: ωB97M-V with the def2-TZVPD basis set.

Atoms and positions in Å:
C1 0.35782 2.48544 -1.02647
C2 0.44604 2.39533 0.35179
C3 0.20347 1.40713 -1.77154
C4 0.63349 0.16382 0.08138
C5 -0.10516 0.23243 -2.40763
C6 0.05774 -0.99220 -1.83349
C7 0.27124 0.95276 2.35348
C8 -1.36543 -1.08026 0.18615
C9 0.78634 -2.19235 0.04909
N1 0.30482 1.15917 0.92417
N2 0.02182 -1.02723 -0.35809
H1 0.40079 3.48962 -1.42395
H2 0.44073 3.28436 0.98932
H3 -0.36666 0.22294 -3.52806
H4 -0.23569 -1.87736 -2.41074
H5 0.68084 0.07705 2.67546
H6 0.90251 1.64686 2.99986
H7 -0.84406 0.83581 2.62485
H8 -2.09323 -0.27038 -0.08119
H9 -1.78668 -1.92409 -0.22081
H10 -1.31486 -1.16396 1.34598
H11 1.39030 -2.54376 -0.81146
H12 1.18278 -2.25938 1.01661
H13 0.03104 -3.02174 0.27530

Calculated values
Charge: +1
Kohn-Sham gap (spin up / spin down), eV: 7.114 / 7.176
Relative energy (zero: lowest compared OMol25 entry of this formula, charge and spin), kcal/mol: 199.1
HOMO level (spin up / spin down), eV: -11.616 / -11.408
Lowest unoccupied orbital energy (spin up / spin down), eV: -4.5 / -4.2
2S+1: 1
Strongest force on any atom, eV/Å: 5.3
E_tot, a.u.: -459.69674

(6)
A molecular structure, C27H58NP3V. Source: the Open Molecules 2025 dataset; level of theory: ωB97M-V with the def2-TZVPD basis set.

Atoms and positions in Å:
P1 0.70875 -1.61732 -3.99207
P2 0.67785 1.80729 -4.38623
C1 0.11915 -0.65171 -5.50214
C2 0.92976 0.59529 -5.78796
H1 -0.94234 -0.40465 -5.36474
H2 0.16678 -1.34906 -6.35115
H3 1.99213 0.35768 -5.91738
H4 0.57093 1.04816 -6.72540
C3 -0.78617 2.60667 -5.28773
H5 -1.15802 3.46110 -4.70321
H6 -1.62109 1.91117 -5.45603
H7 -0.50771 2.98356 -6.28162
C4 1.93637 3.07224 -4.78179
H8 1.73106 3.60238 -5.71906
H9 2.90709 2.58212 -4.84392
H10 1.92342 3.77341 -3.93717
C5 -0.78011 -2.69316 -4.34698
H11 -0.86495 -3.52303 -3.63804
H12 -0.68105 -3.09649 -5.36364
H13 -1.71402 -2.12510 -4.30657
C6 1.90499 -2.66581 -4.95054
H14 2.80037 -2.07905 -5.21598
H15 1.42253 -2.99670 -5.88723
H16 2.19416 -3.54405 -4.35675
V1 1.69888 0.36957 -0.89719
C7 -1.16887 2.85779 -2.28825
C8 -2.49627 3.01778 -2.39202
C9 -3.36136 1.87441 -2.73746
C10 -3.39416 0.80310 -1.62786
C11 -3.06872 -0.58143 -2.10346
C12 -1.76173 -0.91331 -1.92669
C13 -0.67087 0.14834 -2.18964
C14 -0.61045 1.57471 -1.53414
C15 2.75904 -1.29632 -0.28131
H17 -0.46522 3.70876 -2.42285
H18 -2.93610 4.00579 -2.37280
H19 -2.95036 1.45546 -3.68502
H20 -4.40050 2.23710 -2.82320
H21 -2.63152 0.99150 -0.88715
H22 -4.30706 0.76460 -1.01751
H23 -3.83792 -1.23322 -2.46322
H24 -1.45240 -1.97753 -1.68517
H25 -0.73398 0.31001 -3.28721
H26 0.37357 -0.37850 -1.88784
H27 -1.04771 1.60322 -0.54689
H28 0.52541 1.81067 -1.38036
H29 3.74330 -1.13519 0.17496
H30 2.84547 -2.00067 -1.12398
H31 2.05764 -1.72483 0.51128
C16 0.16617 3.40355 1.24735
C17 0.50377 2.52181 2.46501
C18 2.02226 2.48686 2.64847
C19 -0.17412 3.14778 3.70013
P3 -0.01350 0.75321 2.07500
N1 0.85579 0.53791 0.56516
C20 0.49679 -0.43221 3.51802
C21 0.25498 0.09560 4.97299
C22 -0.24411 -1.78133 3.36647
C23 1.99631 -0.76166 3.48150
C24 -1.98544 0.72306 2.15595
C25 -2.60051 0.73546 3.58094
C26 -2.57856 1.95308 1.45163
C27 -2.50014 -0.54033 1.46293
H32 0.82790 4.27926 1.21318
H33 -0.86784 3.77190 1.25475
H34 0.32681 2.83104 0.33063
H35 2.40984 3.51540 2.67565
H36 2.32239 2.00141 3.58434
H37 2.50963 1.98381 1.80798
H38 -1.25836 3.27108 3.56080
H39 -0.00262 2.58721 4.63000
H40 0.25191 4.16210 3.82787
H41 -0.74602 0.50871 5.16178
H42 0.37293 -0.78546 5.63346
H43 1.01752 0.83115 5.28613
H44 -0.19377 -2.15094 2.33046
H45 0.26956 -2.51776 4.00898
H46 -1.28830 -1.75304 3.71289
H47 2.32512 -1.21267 2.53857
H48 2.62963 0.09693 3.73882
H49 2.16238 -1.50322 4.28334
H50 -2.29976 1.60396 4.18125
H51 -3.69759 0.81412 3.46636
H52 -2.42411 -0.17143 4.17280
H53 -2.07922 2.17681 0.50464
H54 -3.63895 1.75770 1.21707
H55 -2.56229 2.85299 2.08141
H56 -1.89666 -0.83543 0.59944
H57 -2.58720 -1.39782 2.14168
H58 -3.52231 -0.36762 1.08902

Calculated values
Kohn-Sham gap (spin up / spin down), eV: 5.807 / 7.760
HOMO level (spin up / spin down), eV: -5.169 / -7.352
Lowest unoccupied orbital energy (spin up / spin down), eV: 0.6 / 0.4
2S+1: 4
Strongest force on any atom, eV/Å: 9.8
⟨S²⟩: 3.771
E_tot, a.u.: -3086.01434

(7)
A molecular structure, C4H6S3. Source: the Open Molecules 2025 dataset; level of theory: ωB97M-V with the def2-TZVPD basis set.

Atoms and positions in Å:
C1 -0.25994 -0.55044 -1.46024
C2 -0.51245 -0.66189 0.05160
C3 -0.54638 0.66020 0.86987
C4 0.59947 0.29193 1.76622
H1 1.87550 0.43624 -1.43642
H2 -1.24551 -0.47940 -1.95751
H3 0.26254 -1.45486 -1.80349
H4 -1.34672 -1.29320 0.24067
H5 -1.41307 0.65728 1.52607
H6 -0.52061 1.65243 0.37405
S1 0.71313 0.83585 -2.04110
S2 1.53468 1.15406 2.76778
S3 0.85936 -1.24822 1.10251

Calculated values
Kohn-Sham gap, eV: 8.544
Relative energy (zero: lowest compared OMol25 entry of this formula, charge and spin), kcal/mol: 5.1
HOMO level, eV: -8.624
Lowest unoccupied orbital energy, eV: -0.1
2S+1: 1
Strongest force on any atom, eV/Å: 2.1
E_tot, a.u.: -1350.53891

(8)
3 unconnected molecules or ions with the total composition C10H22BF3N5O6. Source: the Open Molecules 2025 dataset; level of theory: ωB97M-V with the def2-TZVPD basis set.

Atoms and positions in Å:
C1 -0.42917 -2.62650 4.80815
C2 -1.26495 -2.42139 3.55852
O1 -0.40768 -2.37406 2.41352
C3 -0.93211 -2.85132 1.23317
N1 -1.30096 -1.77283 0.27033
C4 -0.33641 -1.50324 -0.81948
C5 0.08253 -0.02548 -0.61209
C6 1.53109 0.38562 -0.88915
F1 2.13201 -0.54364 -1.65218
F2 2.22220 0.57813 0.25062
F3 1.52518 1.57400 -1.57106
N2 -0.35340 0.21139 0.80301
C7 -1.48929 -0.53724 0.85404
N3 -2.62489 -0.17512 1.36976
B1 -3.90117 -0.98503 1.41811
C8 -4.33604 -2.01960 0.35274
O2 -4.67734 -0.72084 2.50708
H1 0.54732 -2.18537 4.68665
H2 -0.34231 -3.68370 5.01647
H3 -0.95118 -2.18759 5.64630
H4 -1.99074 -3.22239 3.48027
H5 -1.78187 -1.46890 3.64594
H6 -1.79632 -3.48626 1.39244
H7 -0.18288 -3.45376 0.73697
H8 -0.89620 -1.51096 -1.74647
H9 0.42981 -2.25301 -0.92729
H10 -0.57901 0.56747 -1.22760
H11 -0.57444 1.19876 0.92314
H12 -2.64774 0.73075 1.81767
H13 -4.21284 -3.01122 0.77506
H14 -5.38996 -1.85803 0.16475
H15 -3.81103 -1.96780 -0.58963
H16 -5.21325 0.06788 2.40993
C9 4.33447 1.09951 -2.82231
N4 5.42615 1.31493 -3.81168
O3 6.54903 1.02030 -3.48216
O4 5.09639 1.77397 -4.87997
H17 4.76901 0.68904 -1.91810
H18 3.87447 2.06372 -2.63762
H19 3.62965 0.41009 -3.26783
C10 1.97189 4.63320 -2.37346
N5 0.83044 5.52725 -2.71221
O5 0.36653 6.20540 -1.82379
O6 0.43526 5.49341 -3.85195
H20 2.20598 4.76155 -1.32351
H21 1.65260 3.62479 -2.59271
H22 2.81117 4.91409 -3.00242

Calculated values
Charge: +1
Kohn-Sham gap, eV: 8.903
HOMO level, eV: -13.019
Lowest unoccupied orbital energy, eV: -4.1
2S+1: 1
Strongest force on any atom, eV/Å: 2.1
E_tot, a.u.: -1443.53199